No. 1
Density functional theory data (ωB97M-V with the def2-TZVPD basis set) for a structure of composition C47H35AgF3GeOSb.

The total charge is -2. For the largest force on an atom, the calculation gives 0.746 eV Å⁻¹. For the HOMO energy, the calculation gives -0.10 eV. For the LUMO energy, the calculation gives 4.148 eV. The energy above the lowest of the compared OMol25 structures with the same formula, charge and spin is 7.0 kcal/mol.

Element x y z (Å)
C1 -2.83518 -0.71940 4.69789
C2 -3.69111 -2.14443 2.97282
C3 5.47529 3.84922 0.33158
H1 -2.58691 -0.54562 5.73904
C4 -1.46277 -4.42674 -0.15511
C5 -1.67327 4.58802 3.90405
C6 6.85450 2.60347 -1.18043
H2 -3.58073 -4.24841 0.14944
C7 -4.57112 3.76136 0.76827
H3 -2.24618 5.09418 4.67327
C8 -2.56013 0.25903 3.75318
H4 0.85751 2.63030 -1.14105
H5 3.38242 3.33575 0.30331
C9 -6.96195 3.51628 0.69584
Ag1 -0.11204 0.03543 -0.93195
C10 3.43905 -2.41559 0.49053
H6 3.91152 3.44463 -6.11673
C11 3.16065 -1.11645 0.10029
C12 -3.40864 -1.16453 2.03182
C13 -1.31883 0.86253 -2.86180
H7 -2.09712 1.18477 4.06799
C14 -3.40942 -1.92156 4.31227
C15 -4.40002 2.38215 0.88224
C16 2.96023 1.28294 -3.66016
C17 -1.22653 -3.06446 -0.42570
F1 -1.28828 -9.03866 1.68344
C18 0.39028 4.23856 2.73399
Sb1 -2.41005 1.46258 0.83456
H8 4.07717 -4.36833 -0.14711
C19 4.47060 2.16809 -1.10136
H9 1.92919 -0.56166 -4.02904
H10 2.78117 -0.40231 0.82388
C20 6.72741 3.57963 -0.20213
H11 5.84966 1.15473 -2.39024
C21 3.30525 -0.70655 -1.22557
H12 0.37149 2.79854 1.13380
C22 -2.03123 -8.59793 0.63380
H13 1.93596 -0.33916 -6.47058
H14 -4.10372 -3.09439 2.65519
H15 3.30049 -2.71239 1.52449
O1 -1.00319 0.65890 -3.93952
C23 -0.33107 4.89048 3.72275
C24 2.39208 0.31200 -4.48283
F2 -1.64680 -9.38478 -0.40650
F3 -3.30337 -8.95425 0.90752
H16 -7.68127 1.49637 0.81568
C25 -1.55828 2.96989 2.11100
C26 3.50117 2.40675 -4.28374
C27 4.02091 -2.95818 -1.76763
C28 3.74218 -1.65078 -2.14583
H17 -3.93473 -6.64300 0.61145
C29 -1.86121 -7.15424 0.37091
C30 2.38408 0.43911 -5.86171
C31 -2.74392 -4.93453 0.13419
H18 -5.44509 0.50656 0.98063
C32 -6.80844 2.13963 0.80039
H19 2.92577 1.67022 -7.54189
C33 -5.54269 1.58438 0.88909
H20 -3.70178 4.41003 0.75208
H21 -5.93748 5.40121 0.59275
H22 -3.61346 -2.69044 5.04811
H23 7.83135 2.38261 -1.59970
H24 1.43568 4.47589 2.57321
H25 -7.95073 3.95360 0.62705
C34 -2.28190 3.63653 3.09973
H26 0.60428 -4.95324 -0.37701
C35 -0.58019 -6.67167 0.09163
H27 0.25965 -7.35511 0.07967
H28 3.86132 -1.36639 -3.19015
C36 4.36715 3.14480 -0.11491
C37 -5.83290 4.32525 0.67802
H29 0.14596 5.63820 4.34644
C38 -2.94149 -6.27334 0.39233
C39 -0.92346 -1.89526 -0.63416
C40 2.93459 1.56360 -6.46252
C41 -2.86288 0.05754 2.41116
H30 7.60022 4.12342 0.14382
H31 -3.57058 -1.37543 0.97933
H32 3.94197 3.18894 -3.67501
H33 4.34756 -3.67819 -2.51138
H34 -3.33148 3.40667 3.24676
Ge1 2.79504 1.16621 -1.65283
C42 5.73580 1.91240 -1.61989
C43 -0.21455 3.28258 1.92734
C44 1.23191 1.66908 -0.74988
C45 -0.38497 -5.33524 -0.16496
C46 3.86998 -3.34607 -0.44545
C47 3.48792 2.55428 -5.66244
H35 5.36676 4.60941 1.09885


No. 2
Density functional theory data (ωB97M-V with the def2-TZVPD basis set) for the molecule C3H4N2O.

For the largest force on an atom, the calculation gives 0.500 eV Å⁻¹. For the HOMO energy, the calculation gives -9.38 eV. For the LUMO energy, the calculation gives 0.179 eV. The energy above the lowest of the compared OMol25 structures with the same formula, charge and spin is 80.5 kcal/mol.

Element x y z (Å)
N1 1.75280 0.11624 0.12241
C1 0.35199 0.33883 0.30242
C2 -1.54437 -0.56405 -0.19223
H1 2.07245 -0.59330 0.77254
O1 -1.48724 0.67733 -0.89333
N2 -0.51884 -0.85020 0.46635
H2 -2.47468 -1.10886 -0.29900
H3 0.20545 0.91823 1.23345
H4 1.96379 -0.20019 -0.81633
C3 -0.32135 1.26598 -0.69628


No. 3
Density functional theory data (ωB97M-V with the def2-TZVPD basis set) for a cluster of 14 separate species, C56H88F15N9O10 in total.

For the largest force on an atom, the calculation gives 4.878 eV Å⁻¹. For the HOMO energy, the calculation gives -10.74 eV. For the LUMO energy, the calculation gives 0.368 eV.

Element x y z (Å)
C1 -3.92532 -3.69684 -0.37079
H1 -1.96601 -0.64855 0.46663
C2 0.34469 -1.23706 -4.08290
H2 6.26477 2.15974 -1.59749
H3 -0.41889 4.99086 2.99201
O1 -6.66911 -0.61748 0.76892
H4 0.30719 -2.20683 4.50943
O2 -1.97610 -0.93550 -4.01020
H5 1.53894 1.12108 0.93198
H6 -1.56729 -1.09524 -1.13548
H7 -1.68617 -4.22060 -0.55898
H8 6.28002 -4.56057 0.49866
C3 1.57228 -5.59489 -2.51942
H9 -4.61568 -3.87384 0.41658
H10 3.28765 5.57592 -4.67907
H11 -5.00407 -0.01457 5.03474
H12 -0.66083 2.72602 -4.46123
O3 -3.77304 2.55039 4.74801
H13 5.44646 0.44288 5.00961
C4 4.06329 -0.82573 5.72418
C5 2.05488 0.70596 3.99806
H14 7.39287 2.65939 0.48146
C6 2.00894 3.88519 -4.26472
F1 -1.16923 2.67878 7.07941
N1 -1.71408 -0.03726 4.20107
C7 -2.19465 -4.51662 1.39010
H15 -4.70038 -0.01679 1.00202
H16 2.62281 6.41392 0.78113
H17 -3.42692 -2.33272 -3.64934
H18 -5.26846 -3.49788 -2.15866
H19 -5.25898 -1.00065 -4.13679
H20 6.06833 3.89001 -1.96081
H21 4.85689 -5.31977 -0.23230
H22 -6.93565 1.86432 1.61902
H23 1.86452 -2.51263 2.54344
C8 -7.63007 -2.32319 -0.53205
H24 -4.22263 -1.75655 3.30036
H25 0.36185 5.09213 -1.84453
H26 -1.69496 0.58200 -0.75103
H27 1.35687 7.82938 -0.93154
O4 -1.57824 3.08911 4.56768
H28 0.45923 -3.97597 6.40945
H29 -3.78270 -2.60251 -0.43134
C9 1.70990 -5.71007 -0.98621
C10 -2.14731 3.74854 -5.55146
H30 6.85748 -5.80465 -1.73414
N2 -1.98943 -4.44318 2.48974
H31 7.10957 -4.12017 -1.98131
H32 7.44315 4.90687 1.48759
H33 2.01285 0.24377 3.00717
C11 1.02243 6.81866 -0.67402
C12 -6.56015 -1.22069 -0.40969
C13 4.35583 -1.11626 0.41729
H34 -1.77802 5.23596 -4.04664
C14 -1.32384 -0.35988 -0.35651
H35 -1.98288 1.69995 -5.11218
C15 -3.32842 -1.25506 -3.58687
H36 -0.46707 5.04046 -5.12844
F2 -7.41616 -2.93448 -1.67135
H37 4.70224 -0.52943 3.72190
H38 -3.74911 -4.48158 -2.42102
C16 -2.45796 2.46173 6.71239
H39 0.24784 -1.01291 0.86426
C17 7.08037 3.49416 -0.13479
F3 -8.86176 -1.76079 -0.58620
F4 -2.70891 1.18581 7.04085
H40 -0.77267 4.04976 1.43295
H41 7.94307 3.63873 -0.74475
C18 -2.68661 2.69523 5.21437
N3 0.11173 2.90896 -1.14157
H42 -1.88544 -4.60448 -4.44274
C19 -1.53168 5.07833 -5.09253
C20 -4.35239 -0.69919 -4.56649
H43 3.31783 1.90562 5.22007
H44 -1.72628 -5.81095 -5.53454
H45 -0.19863 1.10880 1.55439
C21 -4.54497 -4.23310 -1.68770
H46 -0.25765 -4.59058 4.82692
F5 2.52087 -4.75943 -0.46900
C22 -5.30551 -1.08577 5.06966
C23 6.34971 -4.82123 -1.66281
O5 -5.58380 -1.28760 -1.12881
H47 -1.80921 3.38228 -6.54770
C24 0.67190 -4.17897 5.32226
C25 5.61483 -4.53583 -0.34437
C26 6.00460 3.15037 -1.15720
H48 1.35631 4.47187 -3.62241
C27 0.11196 -0.28223 0.02744
C28 1.51747 -3.37616 3.11955
H49 -3.26339 3.75171 -5.65238
H50 -5.67082 -0.00778 2.43700
C29 0.50811 6.16651 -1.96033
O6 5.05280 -3.20996 -0.38425
C30 -2.52371 2.79961 -3.37802
H51 0.30056 6.88821 0.11467
H52 -0.50772 6.47570 -2.23489
C31 6.67098 4.68621 0.76790
C32 3.55098 2.04293 -3.80054
F6 0.69128 -1.82309 -5.21695
N4 3.74060 -1.51638 6.60208
H53 -5.21694 2.23852 1.59077
H54 2.22466 5.21532 -5.93655
H55 0.64871 -4.73908 -4.63690
H56 1.27013 6.25717 -2.74425
C33 4.76507 -2.58110 0.79847
C34 2.88005 3.13047 -3.16893
C35 2.19030 5.98923 -0.10542
H57 5.70935 -4.91411 -2.55044
H58 0.30386 3.41007 2.79362
C36 -6.01301 1.66305 1.14445
H59 -4.32522 -1.17059 -5.57811
N5 -3.05481 2.92795 -2.37329
H60 -2.44364 -3.03078 4.60099
N6 2.47678 -5.98496 5.53340
H61 -2.78089 3.85043 3.09226
H62 -3.59897 -0.83200 -2.62800
H63 -4.78204 -3.08991 4.38952
N7 3.69965 2.73615 -0.01253
F7 -7.49508 -3.18735 0.47028
C37 1.10090 -2.94284 4.58489
N8 3.96689 5.95871 -2.00172
C38 -1.04235 -1.80042 -3.72282
N9 4.17247 1.22009 -4.32889
C39 3.24432 5.92229 -1.10114
H64 1.52222 0.03058 4.79073
C40 1.67286 -5.17831 5.37414
H65 -2.95079 -2.22169 6.04450
C41 -1.40371 -5.58018 -4.56594
C42 -0.58800 4.02381 2.56000
C43 0.28472 2.10637 -0.30072
H66 -5.11606 -5.13697 -1.53566
O7 4.86058 -2.92241 1.94598
H67 3.82985 1.82089 3.54394
H68 0.67693 -3.86668 2.58653
F8 -3.23872 3.30156 7.35598
C44 -2.97243 -2.15036 4.94747
C45 4.69241 2.91811 -0.61189
C46 4.45388 0.04584 4.64683
C47 0.44640 1.02015 0.68358
C48 -1.79715 3.36899 3.17620
O8 2.46865 -5.32749 -3.24459
H69 0.82168 -0.55192 -0.77901
H70 -1.92086 5.91943 -5.77046
F9 1.24951 -1.48979 -3.18813
O9 -1.15116 -2.86825 -3.13565
H71 2.16379 2.73357 -2.49579
F10 3.43749 -1.10617 -0.55772
C49 -4.37145 -2.08708 4.36720
H72 2.41032 -4.03585 3.19544
H73 -6.30531 -1.10511 4.61669
H74 1.46770 3.15243 -4.89563
C50 0.10459 -5.66248 -4.38080
H75 3.67796 4.22007 -5.68707
H76 1.45413 1.60233 3.88156
F11 0.33700 0.08352 -4.30514
H77 -1.92000 -6.29475 -3.93729
C51 -2.61855 -4.52888 -0.04974
H78 -1.98940 2.41638 2.70544
H79 -5.27468 -1.39810 6.11075
H80 6.53576 5.54486 0.15048
C52 -5.68594 0.22544 1.36014
H81 -2.85759 -5.52104 -0.36948
H82 5.76282 4.39676 1.35936
H83 0.60330 -6.48340 -4.84530
H84 -6.12266 1.95385 0.11517
H85 1.92822 -2.54878 5.13481
C53 -1.74515 2.66689 -4.61558
H86 -4.32516 0.41628 -4.67849
F12 5.51799 -0.49652 -0.07819
C54 -2.24982 -0.93353 4.60927
F13 2.38993 -6.86414 -0.77569
O10 0.32022 -5.82723 -2.91899
H87 1.85353 4.93544 0.12518
F14 0.58450 -5.58741 -0.30010
H88 3.46330 3.89778 -2.62886
C55 3.43344 1.16986 4.39786
F15 3.93900 -0.48258 1.45819
C56 2.84097 4.73787 -5.16610


No. 4
Density functional theory data (ωB97M-V with the def2-TZVPD basis set) for a structure of composition C2H6NO2P.

Its expectation value of S² is 2.01. For the largest force on an atom, the calculation gives 3.706 eV Å⁻¹. Its multiplicity is 3. For the HOMO energy (alpha / beta), the calculation gives -7.84 / -10.74 eV. For the LUMO energy (alpha / beta), the calculation gives 0.552 / -1.219 eV. The energy above the lowest of the compared OMol25 structures with the same formula, charge and spin is 0.4 kcal/mol.

Element x y z (Å)
H1 -0.96164 -1.00679 0.85319
O1 3.52535 0.56759 -0.46118
N1 2.69840 1.17462 0.07753
H2 -0.51391 0.54057 1.68619
H3 0.09392 -1.27408 2.16266
C1 0.12218 -0.44006 -1.41145
P1 1.16594 -0.57223 0.11343
H4 0.78585 0.14759 -2.07011
H5 -0.86302 0.09420 -1.17877
H6 -0.13362 -1.48524 -1.61100
C2 -0.17249 -0.53832 1.39887
O2 2.07828 -1.68267 0.19463


No. 5
Density functional theory data (ωB97M-V with the def2-TZVPD basis set) for a cluster of 2 separate species, HN2O5S2 in total.

The total charge is -1. For the largest force on an atom, the calculation gives 4.950 eV Å⁻¹. For the HOMO energy (alpha / beta), the calculation gives -6.26 / -6.20 eV. For the LUMO energy (alpha / beta), the calculation gives 0.499 / 0.488 eV. The energy above the lowest of the compared OMol25 structures with the same formula, charge and spin is 32.2 kcal/mol.

Element x y z (Å)
S1 -1.20455 -1.37570 -0.71950
O1 -0.32721 0.15334 1.82938
N1 1.65743 0.48861 -1.44430
O2 -2.43514 0.83503 0.79024
N2 1.12716 -0.14141 -0.44560
O3 1.42537 0.13403 -2.58460
O4 2.59309 1.19941 -1.18944
O5 -2.23619 -1.27845 2.02049
S2 -1.58128 -0.21865 1.25290
H1 0.98132 0.20380 0.49044


Number 1: E -4650.83695 Ha. Number 2: E -301.35890 Ha. Number 3: E -4929.76423 Ha. Number 4: E -626.27060 Ha. Number 5: E -1282.54823 Ha.